(1)
Entry from the OMol25 dataset: C17H16BaCl2FN3O4S as an isolated structure in a non-equilibrium geometry (ωB97M-V/def2-TZVPD).

```
45
Properties=species:S:1:pos:R:3:lowdin_charge:R:1
Ba -0.24 -0.07 0.14 2.009
C 3.03 0.63 4.87 -0.032
C 2.05 0.10 3.84 -0.300
N 0.84 -0.16 4.12 0.044
O 0.53 0.11 5.47 -0.095
C 2.51 -0.09 2.45 -0.309
C 3.96 0.08 2.07 -0.042
N 1.61 -0.35 1.57 -0.346
O 1.94 -0.49 0.32 -0.537
H 2.55 0.68 5.84 0.058
H 3.36 1.62 4.56 0.090
H 3.90 -0.02 4.94 0.071
H -0.41 -0.07 5.46 0.081
H 4.64 -0.13 2.89 0.055
H 4.14 1.09 1.70 0.089
H 4.17 -0.60 1.25 0.069
Cl 0.97 1.57 -2.98 0.611
C 0.58 3.17 -3.53 -0.692
C 0.15 3.31 -4.84 -0.158
C -0.15 4.56 -5.35 -0.140
C -0.01 5.67 -4.52 -0.169
C 0.41 5.51 -3.22 -0.706
Cl 0.55 6.96 -2.26 0.574
C 0.74 4.26 -2.63 -0.854
S 1.26 4.08 -1.02 0.400
H 0.06 2.42 -5.45 0.089
H -0.48 4.68 -6.37 0.081
H -0.24 6.66 -4.88 0.083
O -2.38 0.28 -0.96 -0.422
N -2.98 0.73 0.04 -0.301
O -2.29 0.93 1.08 -0.416
F -5.22 -5.50 -1.35 -0.033
C -4.06 -4.87 -0.92 -0.324
C -3.06 -4.60 -1.83 -0.066
C -1.90 -3.98 -1.40 -0.079
C -1.69 -3.60 -0.04 -0.384
C -0.50 -2.96 0.40 -0.261
C -2.77 -3.91 0.84 -0.079
C -3.93 -4.53 0.41 -0.066
H -3.20 -4.86 -2.87 0.099
H -1.12 -3.76 -2.11 0.097
H 0.39 -3.16 -0.20 0.008
H -0.31 -3.01 1.47 0.009
H -2.67 -3.64 1.88 0.096
H -4.73 -4.76 1.11 0.098
```

Total charge: -2
LUMO, Eh: 0.15591
Orbital gap, eV: 4.91
Maximum force, hartree/bohr: 0.069



(2)
Entry from the OMol25 dataset: C17H16BrClPr as an isolated structure in a non-equilibrium geometry (ωB97M-V/def2-TZVPD).

```
36
Properties=species:S:1:pos:R:3:mulliken_spin:R:1
C -2.12 -0.63 -1.58 0.003
C -1.78 -1.01 -0.24 -0.007
C -1.74 0.17 0.55 0.000
H -1.64 -2.02 0.14 0.000
C -1.94 1.30 -0.31 -0.014
C -2.21 0.80 -1.61 0.002
H -2.48 1.41 -2.48 0.001
H -2.31 -1.31 -2.39 0.001
H -1.65 0.22 1.64 0.000
H -1.95 2.35 0.03 -0.001
Pr 0.42 0.14 -1.60 2.037
Br 1.62 -2.23 -1.09 -0.008
C 2.17 0.86 -3.40 0.009
C 1.02 1.64 -3.71 -0.006
C 0.00 0.75 -4.16 -0.007
H 0.93 2.72 -3.65 0.001
C 0.50 -0.58 -4.11 0.008
C 1.85 -0.51 -3.66 -0.017
H 2.53 -1.35 -3.58 0.000
H 3.12 1.22 -3.01 0.003
H -0.94 1.05 -4.61 0.001
H -0.04 -1.47 -4.41 0.002
Cl -0.02 2.50 2.81 0.000
C 0.14 0.89 3.37 -0.002
C -0.47 0.52 4.55 0.001
C -0.41 -0.81 5.00 -0.003
C 0.25 -1.76 4.21 0.001
C 0.85 -1.42 3.01 -0.001
C 0.91 -0.05 2.59 -0.002
C 1.63 0.36 1.46 0.002
H -1.01 1.28 5.12 0.000
H -0.87 -1.07 5.95 0.000
H 0.25 -2.81 4.54 0.000
H 1.34 -2.17 2.39 0.000
H 2.19 -0.40 0.92 -0.003
H 1.83 1.42 1.31 -0.001
```

Total charge: -1
LUMO (spin up / spin down), Eh: 0.08707 / 0.08715
Expectation value of S²: 2.004
Orbital gap (spin up / spin down), eV: 4.91 / 4.92
Spin multiplicity: 3
Maximum force, hartree/bohr: 0.074



(3)
Entry from the OMol25 dataset: C17H16BrN5O in the gas phase in a non-equilibrium geometry (ωB97M-V/def2-TZVPD).

```
40
Properties=species:S:1:pos:R:3:lowdin_charge:R:1
H -2.54 1.38 -1.68 0.011
N -3.39 0.96 -1.99 0.111
C -3.11 -0.18 -2.43 -0.634
N -4.16 -0.74 -3.01 0.110
N -1.88 -0.73 -2.18 0.024
N -0.82 -0.04 -1.63 0.098
C 0.37 -0.34 -1.94 -0.310
C 0.66 -1.20 -3.13 -0.010
C 1.42 0.45 -1.26 -0.103
C 1.91 1.63 -1.78 -0.082
C 3.03 2.27 -1.17 -0.604
Br 3.59 3.93 -2.02 0.664
C 3.49 1.85 0.12 -0.119
C 3.12 0.64 0.54 -0.026
C 2.09 -0.16 -0.09 -0.164
O 1.78 -1.41 0.32 -0.033
C 1.69 -1.62 1.72 -0.131
C 0.51 -0.99 2.42 -0.212
C -0.67 -1.00 1.69 -0.017
C -1.75 -0.21 2.07 0.013
C -1.66 0.48 3.34 -0.224
C -2.84 1.05 3.96 -0.167
N -3.74 1.75 4.25 0.151
C -0.49 0.38 4.06 -0.019
C 0.63 -0.29 3.54 -0.024
H -4.33 -1.66 -2.61 0.097
H -4.97 -0.17 -3.19 0.108
H -1.69 -1.70 -2.49 0.141
H 0.03 -2.07 -3.13 0.058
H 1.72 -1.58 -3.03 0.105
H 0.83 -0.54 -4.03 0.115
H 1.31 2.09 -2.59 0.130
H 4.28 2.35 0.66 0.115
H 3.60 0.33 1.43 0.107
H 1.79 -2.72 1.80 0.154
H 2.56 -1.38 2.18 0.075
H -0.74 -1.45 0.65 0.131
H -2.65 -0.04 1.45 0.127
H -0.47 0.93 5.01 0.124
H 1.48 -0.21 4.16 0.112
```

Total charge: 0
LUMO, Eh: 0.00724
Orbital gap, eV: 8.80
Structure (SMILES): [H]/N=C(/N)N/N=C(\C)c1cc(Br)ccc1OCc1ccc(C#N)cc1
Maximum force, hartree/bohr: 0.099



(4)
Entry from the OMol25 dataset: C17H16ClFeNO6S as an isolated structure in a non-equilibrium geometry (ωB97M-V/def2-TZVPD).

```
43
Properties=species:S:1:pos:R:3:mulliken_spin:R:1
C -1.06 2.88 -0.36 0.001
C -0.87 1.42 0.03 0.007
C -0.87 0.47 -1.24 -0.123
Fe -1.67 0.50 -3.15 1.892
C -0.47 -0.84 -3.51 0.091
O 0.45 -1.55 -3.49 -0.006
C -0.49 1.77 -3.75 0.060
O 0.44 2.45 -3.90 -0.004
C -3.28 -0.75 -3.22 0.167
C -2.76 -0.46 -4.54 -0.028
C -2.83 0.97 -4.74 -0.057
C -3.40 1.55 -3.56 0.174
C -3.66 0.50 -2.62 -0.060
H -1.04 3.53 0.53 0.000
H -0.24 3.20 -1.01 -0.001
H -1.99 3.04 -0.91 0.005
H -1.74 1.10 0.63 0.007
H 0.19 0.34 -1.50 0.031
H -1.24 -0.50 -0.85 -0.005
H -3.41 -1.73 -2.79 0.008
H -2.46 -1.18 -5.29 -0.012
H -2.59 1.49 -5.66 -0.007
H -3.66 2.60 -3.42 0.011
H -4.16 0.62 -1.65 0.000
O 5.35 -3.38 5.03 0.102
N 4.29 -3.69 4.45 0.026
O 3.91 -4.87 4.29 0.103
C 3.45 -2.64 3.95 0.203
C 2.22 -2.94 3.34 -0.029
C 1.33 -1.91 2.99 0.138
C 1.66 -0.56 3.19 0.211
S 0.50 0.81 2.70 0.187
C 0.44 1.12 0.77 0.152
Cl 1.71 2.23 0.27 0.088
O -0.87 0.38 2.91 0.226
O 0.98 2.02 3.32 0.220
C 2.90 -0.27 3.78 0.119
C 3.79 -1.29 4.15 -0.001
H 2.00 -3.99 3.15 0.006
H 0.37 -2.20 2.57 0.021
H 0.78 0.11 0.56 0.051
H 3.20 0.76 3.98 0.017
H 4.77 -1.08 4.59 0.009
```

Total charge: 0
LUMO (spin up / spin down), Eh: -0.02102 / -0.19706
Expectation value of S²: 6.100
Orbital gap (spin up / spin down), eV: 5.01 / 4.06
Spin multiplicity: 5
Maximum force, hartree/bohr: 0.110



(5)
Entry from the OMol25 dataset: C17H16ClNO3 in the gas phase in a non-equilibrium geometry (ωB97M-V/def2-TZVPD).

```
38
Properties=species:S:1:pos:R:3:lowdin_charge:R:1
O 1.39 -2.19 0.65 0.107
C 0.22 -1.91 0.72 -0.326
C -0.56 -2.17 1.96 -0.144
C 0.15 -2.21 3.16 -0.011
C -0.50 -2.44 4.36 -0.060
C -1.87 -2.65 4.38 -0.096
C -2.57 -2.62 3.18 -0.658
Cl -4.28 -2.89 3.19 0.681
C -1.93 -2.38 1.98 -0.057
C -0.53 -1.23 -0.42 -0.204
C -1.04 0.15 0.04 -0.131
C 0.14 1.02 0.47 -0.135
C 1.31 0.86 -0.52 -0.126
N 0.83 0.32 -1.77 -0.051
C 0.74 0.96 -2.95 -0.412
O 0.34 0.41 -3.97 0.069
C 1.14 2.39 -2.98 -0.132
C 0.64 3.48 -2.21 -0.018
C 1.26 4.59 -2.69 -0.110
O 2.10 4.27 -3.68 0.029
C 2.02 2.95 -3.86 -0.045
C 0.36 -1.05 -1.66 -0.081
H 1.22 -2.06 3.13 0.120
H 0.06 -2.47 5.28 0.109
H -2.39 -2.83 5.30 0.106
H -2.51 -2.39 1.07 0.110
H -1.38 -1.86 -0.68 0.143
H -1.55 0.61 -0.81 0.127
H -1.75 0.04 0.86 0.111
H 0.47 0.73 1.47 0.113
H -0.18 2.06 0.51 0.101
H 1.82 1.80 -0.70 0.118
H 2.04 0.14 -0.12 0.125
H -0.10 3.44 -1.44 0.106
H 1.18 5.62 -2.42 0.122
H 2.63 2.50 -4.63 0.139
H -0.18 -1.27 -2.58 0.128
H 1.23 -1.73 -1.59 0.134
```

Total charge: 0
LUMO, Eh: -0.00192
Orbital gap, eV: 8.88
Structure (SMILES): O=C(c1cccc(Cl)c1)[C@H]1CCCN(C(=O)c2ccoc2)C1
Maximum force, hartree/bohr: 0.021



(6)
Entry from the OMol25 dataset: C17H16ClNO6 in the gas phase (ωB97M-V/def2-TZVPD).

```
41
Properties=species:S:1:pos:R:3:lowdin_charge:R:1
C -6.28 -0.76 0.25 -0.074
O -5.34 0.29 0.26 -0.103
C -4.03 -0.01 0.11 -0.298
C -3.52 -1.29 -0.07 0.070
C -2.15 -1.53 -0.23 -0.191
O -1.86 -2.84 -0.41 -0.055
C -0.54 -3.32 -0.29 -0.057
C -1.27 -0.45 -0.21 -0.137
N 0.14 -0.55 -0.40 -0.002
C 0.72 -0.10 -1.66 -0.013
C 2.10 0.35 -1.25 -0.376
C 3.36 0.32 -2.09 0.041
C 4.20 1.12 -1.45 0.010
C 3.43 1.65 -0.25 -0.213
O 2.11 1.68 -0.74 0.007
C 3.35 0.47 0.79 -0.078
C 4.73 -0.04 1.13 -0.494
O 5.51 0.55 1.82 0.124
O 5.03 -1.21 0.55 0.116
C 2.42 -0.47 0.04 -0.062
C 1.02 -0.67 0.62 -0.412
O 0.74 -0.94 1.76 0.109
C -1.78 0.84 -0.01 -0.019
C -3.13 1.06 0.14 -0.585
Cl -3.73 2.66 0.37 0.719
H -6.27 -1.30 -0.70 0.098
H -7.25 -0.29 0.40 0.096
H -6.10 -1.47 1.07 0.099
H -4.16 -2.15 -0.09 0.120
H -0.63 -4.41 -0.30 0.098
H 0.09 -3.01 -1.13 0.087
H -0.09 -3.00 0.65 0.090
H 0.14 0.73 -2.08 0.144
H 0.76 -0.92 -2.39 0.136
H 3.51 -0.30 -2.95 0.117
H 5.23 1.34 -1.65 0.119
H 3.74 2.61 0.16 0.164
H 2.89 0.85 1.71 0.171
H 5.93 -1.48 0.80 0.140
H 2.87 -1.45 -0.16 0.166
H -1.09 1.67 0.02 0.128
```

Total charge: 0
LUMO, Eh: 0.01793
Orbital gap, eV: 8.84
Structure (SMILES): COc1cc(OC)c(N2C[C@@]34C=C[C@@H](O3)[C@H](C(=O)O)[C@H]4C2=O)cc1Cl
Maximum force, hartree/bohr: 0.012